ORCA calculation (ωB97M-V/def2-TZVPD) on a molecular structure, C43H32Cl3N5OPtS.

The calculation puts the total energy at -3904.86795 Ha. For the molecular weight, the calculation gives 968.27 g mol⁻¹. The calculation puts the orbital gap at 6.09 eV. As for the highest occupied orbital energy: -0.2477 Eh. For the relative energy (zero: lowest compared OMol25 entry of this formula, charge and spin), the calculation gives 33.6 kcal per mole. The lowest unoccupied orbital energy comes out at -0.65 eV.

Last column: Mulliken charge in e.
Geometry (Å):
Pt -1.630 1.050 -0.662  2.18
C 3.670 0.328 -2.655  -0.90
C 2.368 0.237 -3.123  -1.33
C 1.299 0.419 -2.255  -0.04
C 1.531 0.667 -0.916  -0.06
C 2.834 0.770 -0.441  -0.37
C 3.898 0.603 -1.310  -0.67
N 0.385 0.866 -0.061  0.83
N 0.656 0.928 1.163  -0.51
C -0.463 1.134 1.974  -0.07
C -0.250 1.233 3.352  -0.30
C -1.336 1.424 4.177  -0.68
C -2.611 1.527 3.610  -0.69
C -2.805 1.442 2.241  -0.76
C -1.729 1.226 1.371  -0.63
H 4.503 0.195 -3.333  0.46
H 2.176 0.039 -4.169  0.47
H 0.275 0.372 -2.617  0.80
H 3.001 0.999 0.599  0.50
H 4.910 0.688 -0.935  0.48
H 0.756 1.170 3.747  0.45
H -1.203 1.501 5.248  0.40
H -3.466 1.671 4.261  0.42
H -3.806 1.535 1.838  0.48
C -5.890 0.580 -1.272  -0.83
C -6.327 1.894 -1.407  -0.88
C -5.396 2.913 -1.382  -0.60
C -4.041 2.633 -1.190  1.40
C -3.587 1.314 -0.983  -0.67
C -4.548 0.300 -1.072  -0.03
C -3.022 3.691 -1.278  0.79
C -3.334 5.068 -1.095  -0.90
C -2.355 6.001 -1.194  -0.94
C -1.028 5.592 -1.477  1.40
C 0.047 6.502 -1.593  -0.85
C 1.311 6.055 -1.854  -0.63
C 1.546 4.673 -2.016  -0.44
C 0.521 3.776 -1.909  0.21
C -0.791 4.213 -1.630  -0.72
N -1.791 3.285 -1.530  -0.40
H -6.605 -0.233 -1.324  0.44
H -7.375 2.113 -1.564  0.37
H -5.726 3.930 -1.558  0.33
H -4.243 -0.732 -0.998  0.35
H -4.344 5.355 -0.844  0.33
H -2.570 7.053 -1.050  0.41
H -0.153 7.560 -1.471  0.40
H 2.131 6.756 -1.940  0.38
H 2.547 4.318 -2.228  0.48
H 0.690 2.718 -2.048  0.39
Cl 1.061 -2.782 5.388  -0.23
C 1.124 -3.301 3.734  0.15
C 0.507 -2.548 2.753  -1.09
C 0.599 -2.968 1.437  1.50
C 1.269 -4.139 1.064  -0.93
C 1.387 -4.578 -0.384  0.05
C 0.079 -4.626 -1.185  -1.67
N -0.812 -3.502 -1.011  0.29
C -1.858 -3.441 -0.124  -1.10
C -2.329 -2.170 -0.190  -0.07
N -1.612 -1.449 -1.116  -0.04
C -0.720 -2.284 -1.598  -0.71
O 2.393 -3.899 -1.131  -0.48
C 2.866 -2.651 -0.665  0.64
C 3.855 -2.797 0.460  -0.60
C 4.907 -3.662 0.471  1.12
Cl 5.366 -4.764 -0.763  -0.21
S 5.842 -3.563 1.903  -0.19
C 4.841 -2.319 2.517  -0.65
C 3.836 -2.015 1.655  -0.70
C 1.865 -4.867 2.093  0.92
Cl 2.762 -6.323 1.765  -0.23
C 1.809 -4.460 3.417  -0.90
H -0.027 -1.638 3.005  0.67
H 0.145 -2.340 0.686  -0.39
H 1.722 -5.616 -0.394  0.94
H -0.474 -5.530 -0.928  0.41
H 0.360 -4.692 -2.236  0.41
H -2.130 -4.279 0.493  0.38
H -3.111 -1.712 0.389  0.52
H 0.026 -2.057 -2.343  0.60
H 2.059 -1.984 -0.362  -0.53
H 3.350 -2.191 -1.528  0.33
H 5.040 -1.893 3.486  0.45
H 3.078 -1.272 1.860  0.64
H 2.302 -5.038 4.185  0.47

---

ORCA calculation (ωB97M-V/def2-TZVPD) on a molecular structure, C43H32NO4P2ReS6Sb.

The calculation puts the total energy at -5402.87570 Ha. For the molecular weight, the calculation gives 1189.05 g mol⁻¹. The calculation puts the orbital gap (spin up / spin down) at 5.26 / 5.55 eV. Its net charge is +3. As for the highest occupied orbital energy (spin up / spin down): -0.6031 / -0.6029 Eh. For the relative energy (zero: lowest compared OMol25 entry of this formula, charge and spin), the calculation gives 0.0 kcal per mole. The lowest unoccupied orbital energy (spin up / spin down) comes out at -11.15 / -10.86 eV.

Last column: Mulliken charge in e.
Geometry (Å):
Re 0.405 -0.191 -0.189  1.67
O 2.416 2.185 -1.260  -0.88
S 1.563 1.957 -0.090  1.50
C 0.461 3.354 -0.051  1.23
C 0.803 4.653 0.367  -1.10
C -0.034 5.720 0.014  -0.96
C -1.205 5.499 -0.699  -0.91
C -1.579 4.197 -1.042  -0.73
C -0.719 3.133 -0.731  0.23
P -1.151 1.428 -1.181  1.00
C -2.646 1.103 -0.258  0.62
C -2.597 0.466 0.969  0.02
C -3.734 0.370 1.776  -1.01
C -4.908 0.953 1.368  -0.93
C -4.997 1.526 0.081  -0.80
C -3.861 1.619 -0.743  -0.13
C -1.432 1.174 -2.917  0.63
C -0.759 1.928 -3.857  -0.64
C -1.029 1.707 -5.196  -0.78
C -1.972 0.734 -5.570  -0.63
C -2.600 -0.069 -4.618  -0.87
C -2.339 0.147 -3.280  -0.74
C 2.553 2.025 1.376  0.36
C 3.475 3.059 1.531  -0.78
C 4.234 3.118 2.666  -0.92
C 4.118 2.152 3.671  -0.91
C 3.155 1.163 3.543  -0.56
C 2.384 1.065 2.374  -0.17
P 1.065 -0.134 2.115  1.81
C 1.492 -1.871 2.125  0.01
C 0.441 -2.748 1.764  -0.31
C 0.692 -4.117 1.693  -0.98
C 1.977 -4.613 1.910  -0.71
C 3.004 -3.747 2.203  -0.78
C 2.784 -2.383 2.333  -0.75
C -0.066 0.186 3.481  0.95
C -0.527 1.495 3.672  -0.18
C -1.233 1.814 4.826  -0.75
C -1.496 0.855 5.776  -0.69
C -1.080 -0.456 5.572  -0.82
C -0.369 -0.808 4.429  -1.05
H 1.732 4.835 0.899  0.51
H 0.261 6.725 0.281  0.48
H -1.807 6.340 -0.989  0.51
H -2.460 4.025 -1.656  0.46
H -1.640 0.162 1.417  -0.39
H -3.629 -0.087 2.735  0.60
H -5.750 1.005 2.009  0.50
H -5.936 1.899 -0.281  0.51
H -3.966 2.048 -1.741  0.48
H -0.003 2.650 -3.559  0.49
H -0.552 2.330 -5.969  0.46
H -2.142 0.570 -6.617  0.48
H -3.336 -0.789 -4.926  0.55
H -2.876 -0.368 -2.505  0.52
H 3.571 3.774 0.713  0.76
H 4.949 3.944 2.787  0.47
H 4.711 2.174 4.572  0.54
H 2.990 0.422 4.324  0.58
H -0.577 -2.380 1.600  0.76
H -0.114 -4.782 1.438  0.56
H 2.183 -5.684 1.804  0.46
H 4.006 -4.162 2.376  0.49
H 3.595 -1.717 2.551  0.55
H -0.329 2.260 2.934  0.40
H -1.548 2.842 4.973  0.49
H -1.992 1.144 6.684  0.50
H -1.261 -1.186 6.347  0.49
H -0.042 -1.830 4.278  0.49
S 6.254 -1.845 -3.207  -0.25
Sb 5.428 -1.478 -1.172  0.91
S 2.372 -0.459 -1.182  0.05
S 2.960 -2.372 -1.121  -0.02
S 5.947 -0.533 0.804  -0.28
O -1.338 -5.886 -0.963  -0.61
S -1.856 -4.907 -1.854  1.26
O -3.103 -5.058 -2.525  -0.63
N -1.889 -3.487 -0.982  -0.41
C -1.086 -2.657 -1.493  0.12
O -0.800 -1.487 -0.826  0.44
C -0.348 -3.023 -2.740  1.09
C 0.448 -2.227 -3.576  -0.06
C 0.987 -2.838 -4.680  -1.15
C 0.757 -4.203 -4.953  -0.82
C -0.075 -4.953 -4.135  -0.61
C -0.636 -4.316 -3.039  -0.35
H 0.590 -1.163 -3.389  0.55
H 1.657 -2.269 -5.326  0.50
H 1.262 -4.652 -5.789  0.50
H -0.253 -6.000 -4.287  0.54